No. 1
The following is a quantum chemistry calculation of the molecule C3H5N3S2 in a non-equilibrium geometry, from OMol25.

Properties
E_HOMO   -9.61 eV
Orbital gap   8.29 eV
SMILES   CSSn1cnnc1
Electronic energy   -29330.471 eV
Max |F|   0.09736 hartree/bohr

The geometry in ORCA input format:
```
! RIJCOSX wB97M-V def2-TZVPD def2/J DEFGRID3
* xyz 0 1
C -1.87438 0.69934 0.83125
C -1.53112 -0.36674 -0.93245
C 2.41275 -0.69095 0.03376
N -2.71503 -0.27267 0.80779
N -2.44932 -0.98093 -0.32106
N -1.02603 0.67297 -0.20059
S 1.91042 0.95660 0.62221
S 0.70335 1.73165 -0.74278
H -1.85846 1.49005 1.68989
H -0.99942 -0.65485 -1.77190
H 2.84365 -0.42665 -0.93696
H 1.47522 -1.21248 0.08769
H 3.10838 -0.94534 0.83314
*
```

***

No. 2
The following is a quantum chemistry calculation of a structure of composition C3H5N4 in a non-equilibrium geometry, from OMol25.

Properties
E_HOMO   -16.10 eV
Orbital gap   9.50 eV
Electronic energy   -9141.464 eV
Max |F|   0.05480 hartree/bohr

The geometry in ORCA input format:
```
! RIJCOSX wB97M-V def2-TZVPD def2/J DEFGRID3
* xyz 1 1
C -0.76670 -0.34047 0.05443
C 2.44638 0.84596 0.21287
C -2.20720 -0.19207 0.01533
N 0.11705 0.54752 0.32557
N -0.10815 -1.49159 -0.48102
N 1.06246 -1.50411 -0.55141
N 1.40091 0.14645 0.14760
H 3.37554 0.40912 0.15219
H 2.27513 1.90610 0.17641
H -2.74642 -1.19139 -0.24079
H -2.43704 0.56595 -0.76787
H -2.41195 0.29855 0.95667
*
```

***

No. 3
The following is a quantum chemistry calculation of the ion C3H5N4O2 with charge +1 in a non-equilibrium geometry, from OMol25.

Properties
E_HOMO (alpha / beta)   -13.22 / -14.88 eV
Orbital gap (alpha / beta)   8.08 / 7.23 eV
Electronic energy   -13230.053 eV
Max |F|   0.07969 hartree/bohr
⟨S²⟩   2.04

The geometry in ORCA input format:
```
! RIJCOSX wB97M-V def2-TZVPD def2/J DEFGRID3
* xyz 1 3
C 1.11257 2.18419 -0.29860
C -0.09483 0.07853 0.11241
C -0.25972 -1.27267 0.20993
N 2.20499 1.52599 -0.34858
N 2.27661 0.29766 -0.21713
N -0.15385 1.29689 0.01911
N 3.49835 -0.41951 0.02511
O 4.30112 0.10461 0.76218
O 3.61456 -1.48827 -0.50868
H 1.06969 3.20408 -0.54034
H -0.41542 -1.67321 -0.79367
H -1.08790 -1.69122 0.93653
H 0.73689 -1.60144 0.53230
H -0.97272 1.84231 -0.27500
*
```

***

No. 4
The following is a quantum chemistry calculation of the ion C3H5N4O6 with charge +1 in a non-equilibrium geometry, from OMol25.

Properties
E_HOMO (alpha / beta)   -14.83 / -14.64 eV
Orbital gap (alpha / beta)   8.36 / 7.80 eV
SMILES   CO/C(O)=[NH+]/N=C([N+](=O)[O-])[N+](=O)[O-]
Electronic energy   -21419.763 eV
Max |F|   0.16018 hartree/bohr

The geometry in ORCA input format:
```
! RIJCOSX wB97M-V def2-TZVPD def2/J DEFGRID3
* xyz 1 1
C -1.27914 0.42489 -0.40945
C 2.14325 -0.54119 0.87095
C -3.37255 0.71335 -1.41436
N -0.27358 -0.37647 0.04229
N 0.73282 0.27110 0.55712
N 3.23663 0.32232 1.27358
N 2.18531 -1.95784 0.73217
O 3.05600 1.10153 2.15479
O 1.16317 -2.47010 0.29499
O -1.17246 1.70347 -0.31489
O 4.20512 0.12181 0.58727
O 3.18271 -2.51248 1.07703
O -2.30241 -0.11955 -0.92703
H -3.69163 1.42110 -0.64785
H -4.18024 0.03332 -1.67493
H -3.04161 1.26476 -2.29637
H -0.23847 -1.41917 -0.03415
H -0.35290 2.01916 0.12884
*
```

***

No. 5
The following is a quantum chemistry calculation of the ion C3H5N4S with charge -1 in a non-equilibrium geometry, from OMol25.

Properties
E_HOMO   -3.02 eV
Orbital gap   6.88 eV
SMILES   Cc1nnc(N)n1[S-]
Electronic energy   -19987.954 eV
Max |F|   0.11392 hartree/bohr

The geometry in ORCA input format:
```
! RIJCOSX wB97M-V def2-TZVPD def2/J DEFGRID3
* xyz -1 1
C 0.48727 0.38674 -0.38417
C 0.48662 0.12345 1.88071
C 0.21092 0.37292 -1.82250
N 1.36325 1.21726 0.19387
N 1.32624 0.99174 1.54699
N -0.16697 -0.37804 0.46806
N 0.14779 -0.50954 3.04722
S -1.40851 -1.65151 0.38402
H 0.27680 -0.66180 -2.11612
H -0.69065 0.87565 -2.06877
H 1.06267 0.95896 -2.24329
H -0.84872 -0.54645 3.30033
H 0.58210 -1.42997 3.29858
*
```

***

No. 6
The following is a quantum chemistry calculation of the molecule C3H5N5 in a non-equilibrium geometry, from OMol25.

Properties
E_HOMO   -8.06 eV
Orbital gap   7.93 eV
SMILES   [H]/N=c1\cn[nH]n1N=C
Electronic energy   -10634.932 eV
Max |F|   0.20434 hartree/bohr

The geometry in ORCA input format:
```
! RIJCOSX wB97M-V def2-TZVPD def2/J DEFGRID3
* xyz 0 1
C -0.36042 2.14065 0.17762
C 0.59301 -1.65150 -0.43973
C -0.04716 -0.38963 -0.64475
H -0.25899 1.82003 -1.10859
H -0.43142 3.17562 0.60151
H 0.19583 -0.92817 2.29103
H 0.86048 -2.33508 -1.36527
H -1.23754 -0.58137 -2.35890
N -0.30603 1.31274 1.45013
N 0.06230 0.09419 0.76115
N 0.80129 -0.75772 1.48755
N 0.97230 -1.88933 0.69014
N -0.84362 -0.01043 -1.54190
*
```

***

No. 7
The following is a quantum chemistry calculation of the molecule C3H5N5 in a non-equilibrium geometry, from OMol25.

Properties
E_HOMO   -8.36 eV
Orbital gap   9.16 eV
SMILES   c1nc[nH]nc[nH]n1
Electronic energy   -10637.272 eV
Max |F|   0.19105 hartree/bohr

The geometry in ORCA input format:
```
! RIJCOSX wB97M-V def2-TZVPD def2/J DEFGRID3
* xyz 0 1
C -0.34034 1.63932 -0.08790
C 1.48423 -0.95179 -0.24971
C -0.97258 -1.41323 0.25638
H -2.35436 1.56109 -0.36062
H -0.58304 2.64990 -0.52217
H 2.71826 0.70113 0.36450
H 2.53746 -1.48545 -0.41075
H -1.30120 -2.50626 0.71866
N -1.53351 0.78042 -0.16499
N 0.94915 1.47803 0.17631
N 1.73808 0.32190 0.27084
N 0.46857 -1.55658 -0.31832
N -1.91443 -0.53322 0.13582
*
```

***

No. 8
The following is a quantum chemistry calculation of the molecule C3H5N5 in a non-equilibrium geometry, from OMol25.

Properties
E_HOMO   -9.23 eV
Orbital gap   9.16 eV
SMILES   [H]/N=c1/cnn(C)nn1
Electronic energy   -10639.062 eV
Max |F|   0.05291 hartree/bohr

The geometry in ORCA input format:
```
! RIJCOSX wB97M-V def2-TZVPD def2/J DEFGRID3
* xyz 0 1
C -2.28022 -0.14055 0.06240
C 0.98217 1.07717 -0.17099
C 1.77254 -0.08774 -0.03208
H -2.65091 0.38615 0.90752
H -2.67907 -1.13660 0.06867
H -2.68609 0.28294 -0.89011
H 1.51076 1.95733 -0.22104
H 3.30738 -0.90482 0.23507
N -0.81446 -0.06820 0.15546
N -0.30657 1.18056 -0.03247
N 2.98531 0.00641 0.15699
N 1.07685 -1.30757 -0.11250
N -0.21769 -1.24508 -0.12691
*
```

***

No. 9
The following is a quantum chemistry calculation of the molecule C3H5N5 in a non-equilibrium geometry, from OMol25.

Properties
E_HOMO   -9.91 eV
Orbital gap   9.90 eV
SMILES   [H]/N=C(\N)N/C(C#N)=N/[H]
Electronic energy   -10641.635 eV
Max |F|   0.03503 hartree/bohr

The geometry in ORCA input format:
```
! RIJCOSX wB97M-V def2-TZVPD def2/J DEFGRID3
* xyz 0 1
C -1.24738 -0.29640 0.78729
C 1.03970 0.58622 -0.01108
C 1.02090 -0.04116 -1.32605
H -1.36115 -0.54207 -1.22377
H -0.75934 -1.81598 -0.47286
H -2.87867 -0.64007 1.71766
H -0.06745 1.11926 1.64086
H 2.73889 1.38139 -0.39229
N -1.49977 -1.09730 -0.38916
N -1.96568 -0.17988 1.81416
N -0.01675 0.39809 0.87028
N 2.03762 1.32685 0.32710
N 1.08007 -0.58983 -2.33245
*
```

***

No. 10
The following is a quantum chemistry calculation of a structure of composition C3H5N5 in a non-equilibrium geometry, from OMol25.

Properties
E_HOMO   -9.90 eV
Orbital gap   11.06 eV
Electronic energy   -10639.390 eV
Max |F|   0.16392 hartree/bohr

The geometry in ORCA input format:
```
! RIJCOSX wB97M-V def2-TZVPD def2/J DEFGRID3
* xyz 0 1
C -2.17085 0.19750 -0.69416
C -2.09410 0.16476 0.73883
C 0.20419 -0.24445 0.00965
H -1.81905 1.03894 -1.28041
H -2.84316 -0.38509 -1.32120
H -2.90382 -0.37670 1.26337
H -1.70108 1.04586 1.26267
H 3.09043 -0.55758 0.13817
N -1.23228 -0.70505 -0.02626
N 0.53408 1.02725 0.00759
N 1.82839 0.94351 0.00245
N 2.12436 -0.33737 -0.06298
N 1.10849 -1.13869 0.02370
*
```

***

No. 11
The following is a quantum chemistry calculation of the molecule C3H5N5O in a non-equilibrium geometry, from OMol25.

Properties
E_HOMO   -8.51 eV
Orbital gap   7.85 eV
SMILES   [H]/N=N\C(=O)C1=CNNN1
Electronic energy   -12683.227 eV
Max |F|   0.15059 hartree/bohr

The geometry in ORCA input format:
```
! RIJCOSX wB97M-V def2-TZVPD def2/J DEFGRID3
* xyz 0 1
C 1.31555 0.08757 -0.24655
C 0.01408 -0.19096 -0.26021
C -0.86827 0.93292 0.02813
H 3.61780 0.47906 -0.22286
H -0.67069 2.05268 0.12929
H -2.79182 0.84244 1.06981
H -2.18935 -0.78359 -1.22680
H -0.94758 -1.48466 0.97397
N 3.51723 -0.54663 0.10633
N 2.26360 -0.91495 0.18928
N -2.04849 0.55204 0.24201
N -2.13828 -0.91302 -0.29236
N -0.73724 -1.35181 -0.16344
O 1.66347 1.23889 -0.32663
*
```

***

No. 12
The following is a quantum chemistry calculation of the molecule C3H5N5O2 in a non-equilibrium geometry, from OMol25.

Properties
E_HOMO   -10.69 eV
Orbital gap   11.14 eV
SMILES   N[C@@H](C(=O)O)c1nnn[nH]1
Electronic energy   -14736.576 eV
Max |F|   0.06781 hartree/bohr

The geometry in ORCA input format:
```
! RIJCOSX wB97M-V def2-TZVPD def2/J DEFGRID3
* xyz 0 1
C -0.69916 0.50112 0.59225
C -1.79675 -0.41864 -0.07031
C 0.64573 0.04902 0.22381
H -1.53415 2.40564 0.79397
H -1.46445 1.93222 -0.70313
H -0.85694 0.41845 1.61844
H -0.64606 -2.05568 0.11844
H 1.36492 1.94520 -0.21877
N -0.95167 1.87936 0.17732
N 1.22012 -1.14559 0.25839
N 2.54854 -0.87423 -0.09939
N 2.67633 0.34206 -0.38746
N 1.53002 0.96444 -0.19030
O -1.60205 -1.73470 0.07665
O -2.76365 0.03506 -0.62583
*
```

***

No. 13
The following is a quantum chemistry calculation of a cluster of 2 separate species, C3H5N6 in total in a non-equilibrium geometry, from OMol25.

Properties
E_HOMO   -4.65 eV
Orbital gap   8.39 eV
Electronic energy   -12130.151 eV
Max |F|   0.07795 hartree/bohr

The geometry in ORCA input format:
```
! RIJCOSX wB97M-V def2-TZVPD def2/J DEFGRID3
* xyz -1 1
C -3.44910 0.30680 0.08201
C 0.85499 -1.12444 0.16523
C -2.55407 1.39330 0.09913
N -5.14455 -0.81350 -0.22957
N -4.71605 0.42716 -0.25157
N -3.09794 -0.93654 0.35250
N -4.20269 -1.59180 0.21919
N -1.41598 3.51353 0.18383
N -2.07132 2.45594 -0.06458
H 0.96532 -2.23486 0.30608
H -0.17152 -0.61828 0.20689
H 1.42003 -0.62421 1.07064
H 1.25896 -0.83658 -0.73954
H -0.90907 3.70070 -0.70953
*
```

***

No. 14
The following is a quantum chemistry calculation of the molecule C3H5NO in a non-equilibrium geometry, from OMol25.

Properties
E_HOMO   -11.06 eV
Orbital gap   11.76 eV
SMILES   N#CCCO
Electronic energy   -6728.901 eV
Max |F|   0.02144 hartree/bohr

The geometry in ORCA input format:
```
! RIJCOSX wB97M-V def2-TZVPD def2/J DEFGRID3
* xyz 0 1
O -1.83662 -0.19430 -0.36056
C -0.71465 -0.19414 0.49085
C 0.46801 0.62956 -0.09103
C 1.69470 -0.15673 -0.24433
N 2.64658 -0.80574 -0.34861
H -1.68829 -0.84092 -1.06117
H -1.04783 0.26179 1.42596
H -0.38333 -1.21472 0.72218
H 0.69475 1.49769 0.53642
H 0.16669 1.01752 -1.06970
*
```

***

No. 15
The following is a quantum chemistry calculation of a cluster of 2 separate species, C3H5NO in total in a non-equilibrium geometry, from OMol25.

Properties
E_HOMO   -9.54 eV
Orbital gap   10.56 eV
SMILES   C=NO.C#C
Electronic energy   -6724.438 eV
Max |F|   0.09066 hartree/bohr

The geometry in ORCA input format:
```
! RIJCOSX wB97M-V def2-TZVPD def2/J DEFGRID3
* xyz 0 1
C 2.11716 -0.28796 0.33329
C -1.55202 -0.81690 0.55595
C 1.82559 0.47059 -0.53422
N -0.69747 0.05775 0.15949
O -1.27848 1.02717 -0.65245
H 1.99160 -0.94039 1.12761
H -0.50703 1.40363 -1.14505
H -2.62568 -0.59146 0.22014
H -1.19806 -1.64860 1.06590
H 1.92438 1.32618 -1.13065
*
```

***

No. 16
The following is a quantum chemistry calculation of the molecule C3H5NO, from OMol25.

Properties
E_HOMO   -10.00 eV
Orbital gap   10.97 eV
SMILES   O=CN1CC1
Electronic energy   -6728.301 eV
Max |F|   0.00938 hartree/bohr

The geometry in ORCA input format:
```
! RIJCOSX wB97M-V def2-TZVPD def2/J DEFGRID3
* xyz 0 1
O 2.13344 -0.79439 0.45870
C 1.52820 0.20141 0.14012
N 0.32646 0.20290 -0.55521
C -0.92434 0.61874 0.04942
C -0.66512 -0.80988 -0.30340
H 1.90697 1.22253 0.32595
H -0.91403 0.88620 1.10499
H -1.57693 1.22952 -0.56931
H -1.13611 -1.24522 -1.18249
H -0.44860 -1.50449 0.50676
*
```

***

No. 17
The following is a quantum chemistry calculation of a structure of composition C3H5NO in a non-equilibrium geometry, from OMol25.

Properties
E_HOMO   -7.86 eV
Orbital gap   8.73 eV
Electronic energy   -6723.087 eV
Max |F|   0.07364 hartree/bohr

The geometry in ORCA input format:
```
! RIJCOSX wB97M-V def2-TZVPD def2/J DEFGRID3
* xyz 0 1
O 0.87239 -0.35990 0.91372
C 1.86386 -0.54733 0.10420
C 0.12047 0.25379 -0.44924
C -1.27125 -0.13228 -0.26580
N -0.76505 1.20926 0.08375
H 2.65319 -1.15723 0.55832
H 0.55630 0.45373 -1.44197
H -1.94805 -0.14200 -1.11275
H -1.48269 -0.84281 0.52599
H -0.59917 1.26478 1.08378
*
```

***

No. 18
The following is a quantum chemistry calculation of a cluster of 2 separate species, C3H5NO in total in a non-equilibrium geometry, from OMol25.

Properties
E_HOMO   -9.90 eV
Orbital gap   10.45 eV
SMILES   C1=NC1.C=O
Electronic energy   -6725.673 eV
Max |F|   0.02379 hartree/bohr

The geometry in ORCA input format:
```
! RIJCOSX wB97M-V def2-TZVPD def2/J DEFGRID3
* xyz 0 1
C -0.26644 -1.62870 -0.31230
O -0.23925 -0.85043 -1.23227
C 0.18915 1.33462 -0.34569
C 0.14555 0.68052 0.91354
N 0.35998 1.86674 1.20902
H 0.65085 -2.11767 0.06763
H -1.20962 -1.88708 0.20463
H 0.00684 -0.31995 1.32407
H -0.72406 1.61685 -0.86721
H 1.08701 1.30509 -0.96142
*
```

***

No. 19
The following is a quantum chemistry calculation of the molecule C3H5NO in a non-equilibrium geometry, from OMol25.

Properties
E_HOMO   -9.06 eV
Orbital gap   9.53 eV
SMILES   O=C[C@H]1CN1
Electronic energy   -6726.371 eV
Max |F|   0.03280 hartree/bohr

The geometry in ORCA input format:
```
! RIJCOSX wB97M-V def2-TZVPD def2/J DEFGRID3
* xyz 0 1
O -0.05463 1.41004 1.65929
C -0.86646 1.05457 0.83251
C -0.52770 0.00282 -0.23487
C 0.82369 -0.65673 -0.99478
N 0.51471 -0.80724 0.36985
H -1.92860 1.35141 0.99593
H -1.45153 -0.48749 -0.57345
H 0.56870 -1.48644 -1.67567
H 1.87252 -0.34982 -1.17275
H 1.04929 -0.03112 0.79394
*
```

***

No. 20
The following is a quantum chemistry calculation of the molecule C3H5NO in a non-equilibrium geometry, from OMol25.

Properties
E_HOMO   -9.91 eV
Orbital gap   10.67 eV
SMILES   O=C[C@H]1CN1
Electronic energy   -6727.844 eV
Max |F|   0.01945 hartree/bohr

The geometry in ORCA input format:
```
! RIJCOSX wB97M-V def2-TZVPD def2/J DEFGRID3
* xyz 0 1
O -1.30803 -1.42439 0.97831
C -0.90333 -1.10066 -0.11741
C 0.32853 -0.28618 -0.32942
C 0.41211 1.18670 -0.13215
N 0.96380 0.27773 0.85447
H -1.42289 -1.42871 -1.03692
H 0.91852 -0.52256 -1.20470
H 1.19864 1.67627 -0.70645
H -0.50022 1.75191 0.00633
H 0.27543 0.15262 1.60004
*
```